No. 1
The following is a quantum chemistry calculation of 5 unconnected molecules or ions with the total composition C34H72N2O3P in a non-equilibrium geometry, from OMol25.

## Properties
Orbital gap ... 7.15 eV
LUMO ... -0.1661 Eh
Energy ... -2015.01972 Ha
Molar mass ... 587.9 Da
Max |F| ... 3.0 eV Å⁻¹

The geometry in ORCA input format:
```
! RIJCOSX wB97M-V def2-TZVPD def2/J DEFGRID3
* xyz 1 1
C 5.616 -7.873 2.744
C 5.543 -6.676 1.818
C 5.733 -6.944 0.368
N 5.371 -5.457 2.278
N 4.064 -5.124 2.791
C 3.937 -3.622 2.729
P 5.185 -2.836 1.631
O 5.154 -3.355 0.257
O 6.662 -2.861 2.241
O 4.847 -1.276 1.518
C 2.946 -5.808 2.135
C 2.470 -5.348 0.922
C 1.436 -5.981 0.276
C 0.869 -7.117 0.828
C 1.331 -7.592 2.040
C 2.356 -6.924 2.674
H 6.648 -8.026 3.083
H 4.907 -7.776 3.573
H 5.317 -8.757 2.164
H 5.857 -6.019 -0.205
H 6.494 -7.703 0.163
H 4.751 -7.361 0.067
H 4.021 -5.366 3.791
H 2.932 -3.293 2.456
H 4.101 -3.258 3.755
H 7.058 -3.716 2.011
H 5.599 -0.917 1.014
H 2.920 -4.472 0.449
H 1.052 -5.607 -0.669
H 0.066 -7.650 0.325
H 0.911 -8.489 2.486
H 2.750 -7.300 3.623
C -0.521 1.612 -2.965
C -0.616 0.558 -1.867
C 0.122 0.952 -0.587
C 1.632 1.139 -0.743
C 2.381 -0.080 -1.281
C 2.286 -1.297 -0.367
H 0.511 1.777 -3.281
H -1.087 1.295 -3.842
H -0.933 2.565 -2.625
H -0.246 -0.400 -2.244
H -1.671 0.404 -1.623
H -0.076 0.197 0.180
H -0.304 1.885 -0.204
H 2.050 1.410 0.233
H 1.829 1.991 -1.399
H 3.436 0.187 -1.398
H 2.020 -0.340 -2.279
H 2.686 -1.069 0.620
H 2.861 -2.128 -0.783
H 1.252 -1.633 -0.251
C 7.008 0.101 3.746
C 8.490 -0.202 3.939
C 8.763 -1.141 5.114
C 8.350 -0.600 6.484
C 8.993 0.730 6.875
C 10.512 0.656 6.988
H 6.582 0.611 4.611
H 6.866 0.750 2.878
H 6.446 -0.816 3.574
H 9.044 0.732 4.058
H 8.871 -0.671 3.027
H 9.828 -1.388 5.125
H 8.238 -2.087 4.942
H 8.599 -1.350 7.242
H 7.262 -0.490 6.521
H 8.585 1.040 7.841
H 8.715 1.512 6.162
H 10.810 -0.086 7.731
H 10.918 1.621 7.295
H 10.976 0.393 6.036
C -6.232 4.616 -4.642
C -4.746 4.337 -4.445
C -4.459 3.414 -3.262
C -4.880 3.959 -1.896
C -4.256 5.302 -1.517
C -2.736 5.249 -1.405
H -6.667 5.127 -3.781
H -6.386 5.254 -5.514
H -6.784 3.688 -4.805
H -4.206 5.281 -4.335
H -4.357 3.866 -5.352
H -3.390 3.182 -3.248
H -4.970 2.459 -3.425
H -4.619 3.219 -1.132
H -5.969 4.053 -1.860
H -4.668 5.614 -0.554
H -4.545 6.073 -2.236
H -2.427 4.516 -0.655
H -2.341 6.222 -1.107
H -2.269 4.984 -2.356
C -13.395 5.532 -3.624
C -13.060 4.075 -3.927
C -11.886 3.543 -3.105
C -10.552 4.250 -3.350
C -10.068 4.236 -4.799
C -9.804 2.831 -5.331
H -12.564 6.197 -3.866
H -14.255 5.855 -4.213
H -13.643 5.663 -2.569
H -12.863 3.958 -4.996
H -13.939 3.464 -3.707
H -11.773 2.473 -3.305
H -12.130 3.624 -2.041
H -9.790 3.782 -2.717
H -10.622 5.289 -3.012
H -9.140 4.812 -4.859
H -10.786 4.746 -5.447
H -9.052 2.321 -4.725
H -9.435 2.876 -6.358
H -10.711 2.224 -5.336
*
```

=====

No. 2
The following is a quantum chemistry calculation of 5 unconnected molecules or ions with the total composition C37H35BrF3N3O22S in a non-equilibrium geometry, from OMol25.

## Properties
Structure (SMILES) ... CCCN[C@@]1(CCCOC)[C@@H](Br)NC(=O)[C@@]1(N(C(=O)F)C(=O)F)S(=O)(=O)F.O=C1C=C(O)C(=O)C=C1O.O=C1C=C(O)C(=O)C=C1O.O=C1C=C(O)C(=O)C=C1O.O=C1C=C(O)C(=O)C=C1O
Orbital gap ... 8.01 eV
LUMO ... -0.0602 Eh
Energy ... -6522.20008 Ha
Molar mass ... 1042.7 Da
Max |F| ... 1.3 eV Å⁻¹

The geometry in ORCA input format:
```
! RIJCOSX wB97M-V def2-TZVPD def2/J DEFGRID3
* xyz 0 1
C -1.035 -2.553 6.766
C -0.428 -2.041 5.457
C 0.992 -2.578 5.321
N 1.666 -2.196 4.059
C 2.771 -1.234 4.003
C 4.139 -1.796 4.454
C 4.415 -2.023 5.940
C 5.407 -3.169 6.157
O 5.066 -4.380 5.516
C 3.799 -4.899 5.863
C 3.041 -1.021 2.410
Br 1.869 -1.826 1.110
N 3.223 0.401 2.153
C 3.491 0.937 3.428
O 4.400 1.637 3.693
C 2.509 0.242 4.467
N 2.910 0.642 5.834
C 2.314 -0.105 6.909
O 1.225 -0.507 7.026
F 3.241 -0.263 7.860
C 2.777 2.040 6.245
O 1.884 2.458 6.891
F 3.842 2.762 5.945
S 0.876 1.031 3.989
O 0.020 1.145 5.108
O 1.215 2.190 3.227
F 0.261 -0.013 3.018
H -0.929 -3.642 6.823
H -0.467 -2.157 7.612
H -2.085 -2.287 6.864
H -1.005 -2.421 4.612
H -0.433 -0.954 5.490
H 0.887 -3.668 5.285
H 1.566 -2.381 6.230
H 2.089 -3.053 3.722
H 4.218 -2.764 3.951
H 4.939 -1.166 4.053
H 4.898 -1.141 6.366
H 3.522 -2.202 6.541
H 6.374 -2.877 5.743
H 5.512 -3.336 7.236
H 3.050 -4.649 5.104
H 3.878 -5.986 5.900
H 3.455 -4.542 6.839
H 3.993 -1.492 2.177
H 2.522 0.864 1.589
C -3.455 -2.309 -0.336
C -2.133 -2.363 -0.114
C -1.151 -2.731 -1.210
O 0.035 -2.741 -0.930
C -1.668 -3.054 -2.521
C -2.990 -3.007 -2.734
C -3.965 -2.615 -1.652
O -5.143 -2.575 -1.967
O -3.558 -3.285 -3.897
O -1.597 -2.095 1.066
H -4.162 -2.042 0.436
H -0.962 -3.321 -3.295
H -4.520 -3.174 -3.760
H -0.626 -2.180 0.993
C -3.011 0.610 -5.943
C -3.619 1.104 -7.030
C -5.106 1.372 -7.070
O -5.555 1.838 -8.104
C -5.901 1.061 -5.907
C -5.297 0.560 -4.819
C -3.804 0.318 -4.769
O -3.351 -0.119 -3.726
O -5.939 0.238 -3.709
O -2.988 1.403 -8.156
H -1.948 0.418 -5.905
H -6.964 1.248 -5.952
H -5.273 -0.107 -3.082
H -3.668 1.741 -8.771
C 6.452 -1.063 -1.576
C 5.574 -0.399 -0.812
C 4.534 0.533 -1.399
O 3.784 1.033 -0.582
C 4.508 0.753 -2.825
C 5.392 0.093 -3.589
C 6.410 -0.869 -3.009
O 7.147 -1.421 -3.806
O 5.462 0.208 -4.904
O 5.517 -0.469 0.511
H 7.197 -1.733 -1.170
H 3.775 1.434 -3.231
H 6.186 -0.385 -5.189
H 4.793 0.149 0.789
C -5.917 6.975 -8.558
C -6.033 5.687 -8.198
C -6.582 5.276 -6.846
O -6.646 4.077 -6.648
C -6.979 6.302 -5.908
C -6.860 7.588 -6.271
C -6.329 8.001 -7.628
O -6.282 9.199 -7.848
O -7.189 8.608 -5.497
O -5.691 4.671 -8.970
H -5.529 7.280 -9.519
H -7.357 5.999 -4.943
H -7.002 9.414 -6.019
H -5.890 3.843 -8.479
*
```